Entry 1:
ORCA calculation (wB97M-V/def2-TZVPD) on a molecular structure, C28H36MnP2Si.

spin multiplicity	5
LUMO (spin up / spin down)	-3.938 / -3.589	eV
⟨S²⟩	6.136
total charge	+1
orbital gap (spin up / spin down)	5.4224 / 7.6456	eV

Each line ends with the Löwdin charge.
Cartesian coordinates (Å):
C: -2.94419 -1.24793 0.79937  -0.193
C: -2.50503 -1.24907 -0.60764  -0.234
C: -1.64493 -2.36317 -0.76817  -0.210
H: -2.74821 -0.51946 -1.36237  0.105
C: -1.61767 -3.11680 0.47459  -0.105
C: -2.39134 -2.42285 1.42039  -0.093
H: -2.62065 -2.78617 2.44940  0.136
H: -3.68322 -0.53652 1.21743  0.111
H: -1.18499 -2.70212 -1.69234  0.111
H: -1.08572 -4.10729 0.62485  0.138
Mn: -0.88179 -0.74968 0.53223  0.120
C: -0.09896 3.36588 -2.19811  -0.024
H: -0.59616 2.60792 -2.76037  0.010
H: 0.75589 3.70351 -2.73591  0.025
H: -0.70010 4.15891 -1.76764  0.032
Si: 0.22160 -0.43693 -1.55513  0.917
C: 0.98146 0.60485 -3.31813  -0.291
C: 0.38275 0.28141 -4.54222  -0.142
H: -0.50104 -0.37230 -4.54139  0.105
C: 0.93732 0.68685 -5.76869  -0.065
H: 0.46057 0.40224 -6.70070  0.106
C: 2.09273 1.47887 -5.74802  -0.087
H: 2.47548 1.84724 -6.69604  0.108
C: 2.71072 1.78966 -4.55898  -0.082
H: 3.60373 2.43063 -4.56999  0.115
C: 2.18383 1.32777 -3.34277  -0.129
H: 2.72049 1.53364 -2.43479  0.100
C: 1.27965 -1.89513 -1.83775  -0.371
C: 1.91771 -2.14820 -3.05216  -0.074
H: 2.09499 -1.39382 -3.79828  0.090
C: 2.30074 -3.45436 -3.32146  -0.058
H: 2.74686 -3.69710 -4.27347  0.110
C: 2.06490 -4.45175 -2.38206  -0.066
H: 2.33519 -5.48391 -2.57021  0.108
C: 1.55231 -4.14443 -1.12055  -0.077
H: 1.34167 -4.88950 -0.36836  0.104
C: 1.29732 -2.82636 -0.79286  -0.155
H: 1.06137 -2.49608 0.22721  0.058
H: 0.53955 0.01166 0.11718  -0.062
H: 0.32327 2.74328 -1.46876  -0.038
C: 2.01229 0.69749 2.18192  -0.207
P: 0.55779 -0.44192 2.36863  0.860
C: 1.20942 -1.96335 3.13403  -0.233
C: -0.39527 0.41580 3.68704  -0.366
C: -0.15142 0.23967 5.03960  -0.072
C: -0.94295 0.91353 5.97980  -0.061
C: -1.90958 1.81538 5.57920  -0.057
C: -2.13549 2.03830 4.20190  -0.071
C: -1.40535 1.31676 3.25005  -0.348
P: -1.57077 1.52758 1.39236  0.909
C: -3.23220 2.23211 1.17155  -0.249
C: -0.58474 3.06629 1.17647  -0.240
H: 2.39805 0.54096 1.17086  0.032
H: 2.78615 0.45278 2.92311  0.058
H: 1.69479 1.73956 2.31186  0.041
H: 2.04491 -1.74422 3.82262  0.057
H: 0.37317 -2.41983 3.68647  0.058
H: 1.55432 -2.65340 2.34698  0.039
H: 0.63201 -0.42575 5.36504  0.102
H: -0.77375 0.75654 7.03234  0.110
H: -2.53448 2.34980 6.30083  0.117
H: -2.89612 2.76642 3.88026  0.111
H: -3.64175 1.88987 0.21912  0.047
H: -3.90598 1.95437 1.98207  0.047
H: -3.14276 3.31919 1.13766  0.050
H: -1.07862 3.70233 0.43800  0.030
H: -0.57815 3.57685 2.14249  0.058
H: 0.43838 2.85350 0.87043  0.025

Force components x, y, z for each atom (eV/Å):
C -1.208 -0.314 -1.614
C -1.827 -0.121 2.046
C -0.473 -1.876 0.880
H -0.221 -0.097 -0.044
C 0.724 -0.589 -1.333
C -0.265 0.685 0.441
H 0.361 0.567 -0.962
H 0.710 -0.726 -0.200
H -0.225 0.102 0.299
H -0.705 1.619 -0.177
Mn 0.887 -0.053 0.114
C -0.087 0.010 -0.025
H -0.944 0.154 -0.915
H 0.341 0.643 -0.694
H -0.112 -0.044 -0.221
Si 1.877 2.017 -2.024
C -0.492 -0.216 1.282
C -0.343 -0.323 -0.098
H 0.282 0.420 -0.108
C 0.125 0.185 1.064
H 0.081 0.065 0.105
C -0.738 -0.351 -0.835
H 0.109 -0.039 0.198
C 0.265 0.235 0.698
H -0.378 -0.448 0.116
C -0.464 -0.110 -0.302
H 0.081 0.151 0.288
C 0.873 0.767 0.901
C -0.268 -1.067 0.112
H -0.232 0.076 0.010
C 0.100 -0.274 0.277
H 0.150 -0.066 -0.040
C -0.046 -0.307 0.227
H -0.107 0.056 -0.242
C 0.338 0.298 0.475
H 0.406 -0.394 -0.035
C -0.019 -0.367 -0.861
H -0.243 -0.412 -0.455
H 0.842 0.326 -1.515
H 0.671 -0.546 1.780
C -0.188 -0.541 -0.039
P 0.337 0.436 1.356
C 0.204 -0.015 0.242
C -0.425 0.198 -0.512
C -0.536 0.313 0.116
C 0.379 -0.036 -0.166
C -0.551 0.305 -0.922
C 0.072 -0.196 0.104
C 0.289 -0.210 -0.110
P 0.123 0.858 1.196
C -0.276 0.074 -0.066
C 0.022 0.004 0.196
H 0.194 0.188 0.148
H -0.250 0.124 -0.194
H 0.082 -0.338 -0.073
H -0.376 -0.190 -0.265
H 0.348 0.002 -0.199
H -0.094 0.236 0.386
H 0.061 -0.115 0.144
H 0.052 -0.080 0.148
H 0.363 -0.225 -0.178
H 0.392 -0.403 0.234
H -0.077 0.047 0.080
H -0.032 -0.073 -0.120
H -0.189 -0.080 0.059
H 0.262 -0.143 0.035
H 0.056 0.117 -0.152
H -0.067 0.109 -0.061

=====

Entry 2:
ORCA calculation (wB97M-V/def2-TZVPD) on a molecular structure, C28H36N13OSbTl.

spin multiplicity	1
LUMO	-2.928	eV
total charge	+1
orbital gap	7.2499	eV

Each line ends with the Löwdin charge.
Cartesian coordinates (Å):
Tl: -0.31234 -0.15479 0.26907  0.840
N: -0.72852 3.18083 -0.72224  0.195
C: -1.36504 3.09408 0.44970  -0.468
N: -1.74382 4.22893 1.03126  0.190
C: -2.39594 4.08438 2.18525  -0.427
N: -2.79465 5.18814 2.82043  0.188
N: -2.69386 2.90261 2.77436  0.191
C: -2.24813 1.84831 2.13374  -0.285
N: -1.56505 1.86661 0.98395  0.068
C: -2.53844 0.50119 2.71587  -0.194
C: -3.25760 0.36608 3.89013  0.014
C: -3.50836 -0.91483 4.36180  -0.022
C: -3.03548 -2.00370 3.64746  -0.017
C: -2.31509 -1.77285 2.48551  -0.114
N: -2.07903 -0.54886 2.03166  0.041
H: -0.55956 4.10383 -1.08503  0.128
H: -0.36575 2.38337 -1.23162  0.037
H: -2.61659 6.08864 2.41308  0.116
H: -3.30358 5.10676 3.68236  0.116
H: -3.60505 1.24716 4.40846  0.116
H: -4.06499 -1.05882 5.27799  0.120
H: -3.20864 -3.01579 3.98402  0.118
H: -1.90399 -2.58697 1.89935  0.115
C: 4.00583 -1.47625 -4.64753  -0.013
N: 3.07614 -0.88734 -3.70642  -0.087
C: 2.25811 0.28054 -3.95924  -0.017
C: 1.57965 0.44992 -2.60502  -0.488
O: 0.77424 1.33642 -2.33142  -0.050
N: 1.99086 -0.51933 -1.75927  0.135
C: 2.88858 -1.26375 -2.43091  -0.389
N: 3.52506 -2.29553 -1.89516  0.244
H: 3.73382 -1.16073 -5.65157  0.098
H: 3.94118 -2.56423 -4.61758  0.094
H: 5.03495 -1.16702 -4.45328  0.100
H: 1.52113 0.10991 -4.74679  0.144
H: 2.85143 1.16103 -4.21354  0.144
H: 3.42210 -2.51740 -0.91261  0.064
H: 4.25030 -2.78314 -2.39114  0.114
N: 0.78277 -1.50348 2.14157  0.106
C: 1.82720 -1.81027 2.55090  -0.224
C: 3.07006 -2.23299 3.00471  -0.279
C: 3.56894 -1.76007 4.24373  -0.237
N: 3.94509 -1.33151 5.24506  0.138
C: 3.87277 -2.75772 1.96623  -0.245
N: 4.40987 -3.13768 1.01550  0.140
C: 2.37713 3.21198 0.09722  -0.266
Sb: 1.86679 1.36983 1.01219  1.372
C: 1.59246 1.94534 3.02977  -0.261
C: 3.74629 0.41575 0.96747  -0.252
H: 3.44112 3.37838 0.25949  0.023
H: 1.80631 4.01375 0.56124  0.016
H: 2.16177 3.16905 -0.96659  0.000
H: 2.47191 2.49247 3.36620  0.026
H: 1.45395 1.06898 3.65841  0.013
H: 0.71780 2.59132 3.10045  0.005
H: 4.36911 0.85258 1.74744  0.038
H: 4.18359 0.61013 -0.00967  0.019
H: 3.66738 -0.65499 1.13051  -0.034
C: -2.16229 0.32628 -3.07466  -0.079
N: -2.55019 0.33237 -1.66523  -0.282
C: -3.54007 1.37938 -1.43386  -0.095
C: -3.13479 -0.95617 -1.30199  -0.186
C: -2.13800 -2.08662 -1.32193  -0.257
C: -2.47758 -3.30202 -1.90858  -0.029
C: -1.59786 -4.37369 -1.88981  -0.063
C: -0.35735 -4.24164 -1.28224  -0.069
C: -0.00516 -3.03162 -0.69945  -0.132
C: -0.89172 -1.96261 -0.72238  -0.258
H: -1.71840 1.28381 -3.34044  0.083
H: -3.02916 0.14170 -3.72569  0.100
H: -1.42229 -0.45329 -3.25309  0.086
H: -3.13003 2.34677 -1.71824  0.081
H: -3.81218 1.40770 -0.37866  0.080
H: -4.45304 1.20695 -2.02051  0.099
H: -3.97404 -1.19983 -1.97111  0.130
H: -3.54773 -0.85920 -0.29278  0.119
H: -3.44570 -3.40507 -2.38495  0.117
H: -1.88066 -5.31078 -2.35033  0.110
H: 0.33321 -5.07407 -1.25611  0.110
H: 0.95884 -2.93661 -0.21486  0.077

Force components x, y, z for each atom (eV/Å):
Tl -0.354 -0.204 -0.352
N -0.021 0.093 0.044
C 0.099 0.042 0.028
N -0.078 0.001 0.027
C -0.013 0.055 -0.045
N 0.003 -0.003 0.016
N 0.000 -0.069 0.012
C 0.024 -0.089 -0.057
N 0.070 0.006 0.048
C 0.006 0.044 -0.081
C -0.039 -0.016 0.035
C 0.021 -0.014 -0.037
C -0.027 0.047 0.019
C -0.003 -0.070 -0.012
N 0.107 0.236 0.105
H -0.027 -0.011 0.003
H -0.040 -0.048 -0.036
H -0.003 -0.004 -0.001
H 0.009 0.001 -0.011
H 0.007 0.000 -0.009
H 0.000 0.001 -0.002
H 0.000 -0.002 -0.004
H 0.012 0.001 0.017
C -0.008 0.005 0.007
N 0.016 -0.012 -0.030
C 0.004 0.006 0.029
C -0.044 -0.143 0.029
O -0.040 0.089 -0.019
N 0.275 -0.047 0.248
C -0.091 0.001 -0.195
N -0.029 -0.015 0.127
H -0.002 0.000 -0.001
H 0.000 -0.008 -0.010
H 0.003 -0.002 0.005
H -0.002 0.006 0.010
H 0.002 0.008 -0.001
H 0.106 0.059 0.007
H -0.002 0.026 -0.002
N 0.072 0.106 0.002
C -0.177 -0.307 0.379
C 0.081 0.177 -0.283
C 0.018 -0.040 -0.092
N 0.001 -0.005 0.033
C -0.043 -0.208 0.180
N -0.025 -0.005 -0.096
C -0.044 0.021 0.018
Sb 0.121 0.095 0.128
C 0.077 0.073 0.028
C 0.003 -0.041 -0.032
H 0.001 -0.001 0.017
H -0.011 0.007 -0.030
H 0.004 -0.010 -0.022
H -0.008 0.006 0.012
H -0.014 -0.048 -0.026
H -0.012 -0.002 0.008
H -0.012 0.016 0.008
H 0.012 -0.012 -0.005
H 0.003 0.221 -0.142
C 0.033 0.004 0.038
N -0.015 0.003 -0.009
C 0.011 -0.007 -0.012
C -0.029 0.005 0.004
C -0.021 -0.001 0.021
C 0.001 0.001 -0.022
C 0.033 -0.001 0.004
C -0.040 0.021 -0.011
C 0.000 0.014 -0.009
C 0.067 -0.027 -0.002
H 0.003 0.020 0.009
H -0.002 -0.006 -0.004
H 0.004 -0.020 0.006
H 0.008 0.024 -0.004
H -0.016 -0.010 -0.007
H -0.013 0.007 -0.013
H -0.010 -0.020 0.018
H 0.002 0.002 -0.006
H -0.003 -0.007 -0.004
H -0.003 -0.009 -0.002
H 0.004 -0.015 -0.003
H -0.003 0.012 0.009

=====

Entry 3:
ORCA calculation (wB97M-V/def2-TZVPD) on a molecular structure, C28H37BrFGeO5S5TeY.

spin multiplicity	1
LUMO	3.718	eV
total charge	-2
orbital gap	5.5646	eV

Each line ends with the Löwdin charge.
Cartesian coordinates (Å):
Y: 0.29688 -0.21803 -0.43836  0.969
C: -1.69965 -4.82803 -6.43617  -0.057
C: -2.48560 -4.95065 -5.12404  -0.563
C: -3.98640 -5.00571 -5.44087  -0.056
C: -2.08773 -6.26670 -4.45559  -0.078
C: -2.19806 -3.74692 -4.22607  -0.190
C: -1.78605 -3.86752 -2.90451  -0.089
C: -1.55588 -2.73211 -2.15752  -0.530
Br: -1.01933 -2.93411 -0.34794  0.883
C: -1.69192 -1.40859 -2.64461  -0.402
O: -1.40253 -0.38885 -1.87752  -0.419
C: -2.18124 -1.29035 -3.97020  -0.073
C: -2.39307 -2.45591 -4.70303  -0.010
C: -2.53066 0.03515 -4.67045  -0.522
C: -4.01432 -0.00349 -5.07709  -0.056
C: -2.33847 1.28924 -3.81629  -0.070
C: -1.65444 0.19153 -5.92262  -0.047
H: -1.88357 -5.69857 -7.07410  0.075
H: -0.62847 -4.76477 -6.23613  0.091
H: -1.98564 -3.93510 -6.99324  0.071
H: -4.21839 -5.86737 -6.07590  0.075
H: -4.31129 -4.10128 -5.95839  0.075
H: -4.56726 -5.08721 -4.51993  0.087
H: -2.25776 -7.09629 -5.14749  0.076
H: -2.67755 -6.45558 -3.55644  0.081
H: -1.03262 -6.26792 -4.17584  0.088
H: -1.63429 -4.83157 -2.43971  0.089
H: -2.75383 -2.34362 -5.71942  0.093
H: -4.64151 -0.14529 -4.19415  0.087
H: -4.23580 -0.80941 -5.78001  0.066
H: -4.29183 0.94400 -5.54895  0.076
H: -2.99823 1.27046 -2.95020  0.051
H: -2.59747 2.15898 -4.43060  0.086
H: -1.31351 1.39841 -3.46497  0.022
H: -1.76857 -0.64393 -6.61655  0.067
H: -0.60375 0.25869 -5.63410  0.089
H: -1.92285 1.11231 -6.44995  0.078
S: 0.19792 2.31687 0.81453  0.148
S: 1.61065 3.47110 -0.22340  -0.059
S: 0.99697 3.25519 -2.15718  -0.200
S: 1.34277 1.28609 -2.66636  -0.065
F: -0.35386 -0.33344 1.60322  -0.566
C: -4.98362 0.72290 1.57125  -0.501
Te: -3.52317 0.19047 0.11234  1.211
C: -3.28281 2.22237 -0.44735  -0.463
H: -4.53215 1.33706 2.34959  -0.020
H: -5.36769 -0.19265 2.02069  -0.021
H: -5.80600 1.26019 1.10086  -0.016
H: -4.19228 2.58910 -0.91972  -0.002
H: -2.44708 2.29394 -1.13970  -0.025
H: -3.04537 2.79240 0.44859  -0.006
O: 2.36460 0.03262 0.42884  -0.569
S: 2.60395 -1.47263 0.06720  0.289
O: 4.00214 -1.74645 -0.10959  -0.307
O: 1.80347 -1.58259 -1.22959  -0.499
O: 1.88756 -2.26763 1.05834  -0.364
Ge: 1.34399 0.98286 2.47432  0.716
C: 0.06871 1.75377 3.78826  -0.342
C: 0.47899 2.81462 4.59497  -0.127
C: -0.38608 3.41629 5.50233  -0.118
C: -1.69269 2.96565 5.61932  -0.127
C: -2.12307 1.91466 4.81876  -0.106
C: -1.25421 1.31778 3.91457  -0.115
C: 1.88720 -0.64427 3.39737  -0.313
C: 0.97611 -1.53828 3.95566  -0.102
C: 1.41792 -2.62293 4.69570  -0.098
C: 2.77867 -2.82733 4.89664  -0.117
C: 3.69228 -1.93774 4.35574  -0.101
C: 3.24447 -0.85232 3.61070  -0.120
H: 2.57276 1.91626 2.57141  0.007
H: 1.49442 3.18957 4.50893  0.086
H: -0.03990 4.24243 6.11419  0.087
H: -2.37393 3.43611 6.31951  0.084
H: -3.14543 1.55969 4.89548  0.089
H: -1.60799 0.51818 3.27408  0.079
H: -0.08172 -1.40093 3.77603  0.093
H: 0.69965 -3.32480 5.10494  0.090
H: 3.12334 -3.68764 5.45973  0.085
H: 4.75554 -2.09386 4.49824  0.090
H: 3.96644 -0.18043 3.15847  0.098

Force components x, y, z for each atom (eV/Å):
Y -1.293 0.988 -1.005
C 0.032 -0.017 -0.006
C 0.014 0.042 0.037
C -0.024 -0.006 -0.016
C 0.004 -0.031 0.000
C -0.026 -0.042 0.039
C 0.010 0.000 -0.051
C -0.114 0.102 -0.164
Br -0.112 -0.251 0.052
C -0.135 0.057 0.171
O -0.179 -0.414 0.037
C -0.064 -0.121 -0.117
C -0.049 0.079 0.030
C 0.067 -0.034 0.024
C 0.006 -0.010 -0.030
C -0.003 0.031 -0.007
C 0.037 0.035 0.020
H -0.007 0.009 -0.002
H -0.004 -0.007 0.006
H -0.001 0.001 0.005
H 0.004 0.008 -0.006
H 0.006 -0.001 0.001
H 0.006 -0.005 0.000
H -0.006 0.002 0.007
H 0.002 0.010 -0.001
H -0.001 0.003 -0.011
H 0.013 0.004 -0.003
H 0.011 0.006 -0.016
H 0.002 0.014 0.002
H 0.008 0.000 -0.010
H -0.001 -0.008 -0.003
H -0.009 -0.004 -0.036
H -0.017 0.010 0.016
H -0.018 0.003 -0.035
H -0.012 -0.008 0.001
H -0.005 0.007 0.003
H 0.004 -0.007 0.000
S 0.174 0.121 -0.161
S -0.019 -0.152 0.199
S -0.129 -0.204 -0.128
S 0.136 0.335 0.065
F 0.224 0.209 0.400
C -0.128 0.046 0.189
Te -0.066 -0.199 -0.175
C 0.088 0.127 -0.018
H -0.013 0.016 -0.009
H -0.010 0.009 0.004
H -0.012 0.008 0.031
H 0.009 0.027 0.004
H 0.012 -0.002 0.031
H -0.004 0.026 -0.021
O 0.336 -0.849 0.377
S 0.370 0.059 -0.008
O 0.024 -0.017 0.034
O 0.763 -0.211 0.194
O 0.299 -0.042 -0.097
Ge -0.404 0.449 0.220
C -0.181 0.051 0.103
C 0.006 -0.039 0.035
C 0.019 -0.003 0.004
C -0.015 0.002 -0.016
C 0.000 -0.012 0.012
C 0.048 0.025 -0.003
C 0.169 -0.260 -0.072
C 0.044 0.033 -0.033
C 0.012 -0.004 0.021
C -0.025 -0.015 0.002
C 0.005 0.059 -0.002
C 0.000 -0.028 0.005
H 0.134 -0.004 -0.085
H -0.001 -0.003 -0.006
H 0.002 -0.001 -0.001
H 0.003 -0.006 0.005
H 0.000 0.006 -0.004
H -0.001 -0.001 -0.004
H -0.005 -0.004 -0.006
H -0.002 0.003 0.002
H -0.005 0.007 0.011
H 0.000 -0.012 -0.022
H -0.006 0.002 -0.007

=====

These records have energy relative to the best compared isomer or geometry (same formula, charge and spin) values of 110.7 0.0 131.3 kJ/mol, in the order they appear.
These records have largest force on an atom values of 3.42 0.54 1.91 eV Å⁻¹, in the order they appear.